No. 1
ORCA calculation (ωB97M-V with the def2-TZVPD basis set) on an isolated molecule of CH2N2OS2 in a non-equilibrium geometry.

Results
spin multiplicity = 1
total energy = -27762.9292 eV
HOMO-LUMO gap (spin up / spin down) = 0.2685 / 0.2644 hartree
strongest force on any atom = 2.98 eV/Å
ΔE to the lowest compared entry with this formula, charge and spin = 324.16 kJ/mol

CARTESIAN COORDINATES (ANGSTROEM)
C -1.206 0.694 0.275
N -1.350 -0.511 -0.010
N -0.792 -1.502 -0.488
O 2.748 0.175 0.750
S 0.977 -1.611 -0.661
S 1.790 0.232 -0.309
H -0.280 1.062 -0.134
H -1.887 1.461 0.577

Forces on atoms 1 to 2 (eV/Å):
1.534 1.507 -1.038
-1.471 -2.567 0.360



No. 2
ORCA calculation (ωB97M-V with the def2-TZVPD basis set) on an isolated molecule of CH2N2OS2 in a non-equilibrium geometry.

Results
spin multiplicity = 1
total energy = -27764.7952 eV
HOMO-LUMO gap = 0.3629 hartree
strongest force on any atom = 5.57 eV/Å
ΔE to the lowest compared entry with this formula, charge and spin = 144.11 kJ/mol

CARTESIAN COORDINATES (ANGSTROEM)
C -0.608 0.117 0.508
N -0.250 -1.237 0.674
N 0.543 -1.773 -0.061
O 1.110 1.966 -0.360
S 1.203 -0.902 -1.295
S 0.222 0.997 -0.978
H -1.782 0.030 0.251
H -0.437 0.802 1.262

Forces on atoms 1 to 2 (eV/Å):
-3.548 -0.866 -4.211
-0.386 -0.327 2.282



No. 3
ORCA calculation (ωB97M-V with the def2-TZVPD basis set) on an isolated molecule of CH2N2P2 in a non-equilibrium geometry.

Results
spin multiplicity = 1
total energy = -22623.0527 eV
HOMO-LUMO gap (spin up / spin down) = 0.2777 / 0.2776 hartree
structure (SMILES) = [H]/P=N/C=P#N
strongest force on any atom = 4.01 eV/Å
ΔE to the lowest compared entry with this formula, charge and spin = 376.74 kJ/mol

CARTESIAN COORDINATES (ANGSTROEM)
C -0.967 -0.305 -0.167
N -0.416 0.266 0.728
N 1.570 -0.850 -1.122
P 0.237 -1.262 -1.617
P 1.019 0.707 1.219
H -2.049 -0.479 -0.031
H 0.607 1.924 0.990

Forces on atoms 1 to 2 (eV/Å):
-3.357 -1.585 -1.504
0.673 0.467 1.086



No. 4
ORCA calculation (ωB97M-V with the def2-TZVPD basis set) on a cluster of 2 separate species, CH2N2S2 in total in a non-equilibrium geometry.

Results
spin multiplicity = 1
total energy = -25716.0922 eV
HOMO-LUMO gap (spin up / spin down) = 0.2907 / 0.2624 hartree
strongest force on any atom = 2.22 eV/Å
ΔE to the lowest compared entry with this formula, charge and spin = 300.95 kJ/mol

CARTESIAN COORDINATES (ANGSTROEM)
C 1.724 1.523 -0.062
N 1.839 2.639 0.166
N 1.355 0.386 -0.628
S 1.667 -1.066 -0.007
S -1.682 0.697 0.137
H 0.634 -1.570 -0.727
H -1.557 -0.383 -0.693

Forces on atoms 1 to 2 (eV/Å):
-0.472 -1.812 -1.197
0.584 1.842 0.875



No. 5
ORCA calculation (ωB97M-V with the def2-TZVPD basis set) on the ion CH2N3O2 with charge +1 in a non-equilibrium geometry.

Results
spin multiplicity = 1
total energy = -9619.7372 eV
HOMO-LUMO gap = 0.3585 hartree
structure (SMILES) = O=[N+]1CON=N1
strongest force on any atom = 5.30 eV/Å
ΔE to the lowest compared entry with this formula, charge and spin = 220.46 kJ/mol
net charge = +1

CARTESIAN COORDINATES (ANGSTROEM)
C -0.715 0.046 0.075
N 1.535 -0.028 0.007
N 1.120 1.265 0.034
N 0.441 -0.767 0.072
O 0.498 -1.926 0.037
O -0.099 1.335 0.069
H -1.092 0.069 -0.984
H -1.688 0.005 0.691

Forces on atoms 1 to 2 (eV/Å):
-3.145 1.992 -1.941
0.846 3.739 0.156



No. 6
ORCA calculation (ωB97M-V with the def2-TZVPD basis set) on the ion CH2N3O4 with charge -1 in a non-equilibrium geometry.

Results
expectation value of S² = 2.011
spin multiplicity = 3
total energy = -13722.3554 eV
HOMO-LUMO gap (spin up / spin down) = 0.1806 / 0.2491 hartree
strongest force on any atom = 5.78 eV/Å
ΔE to the lowest compared entry with this formula, charge and spin = 122.34 kJ/mol
net charge = -1

CARTESIAN COORDINATES (ANGSTROEM)
C 1.034 0.606 0.340
N 1.987 0.255 1.262
N -0.093 -0.217 0.285
N 3.176 -0.225 1.149
O 3.736 -0.344 2.232
O 1.024 1.697 -0.211
O 3.695 -0.724 0.138
O -1.118 0.204 -0.581
H -0.114 -1.170 0.549
H -0.631 1.118 -0.733

Forces on atoms 1 to 2 (eV/Å):
0.964 -0.779 1.444
-3.200 -0.716 0.476



No. 7
ORCA calculation (ωB97M-V with the def2-TZVPD basis set) on an isolated molecule of CH2N4O in a non-equilibrium geometry.

Results
spin multiplicity = 1
total energy = -9072.4042 eV
HOMO-LUMO gap = 0.3754 hartree
structure (SMILES) = [H]/N=c1\nno[nH]1
strongest force on any atom = 3.68 eV/Å
ΔE to the lowest compared entry with this formula, charge and spin = 375.70 kJ/mol

CARTESIAN COORDINATES (ANGSTROEM)
C 0.515 -0.026 0.078
H 2.384 -0.877 -0.262
H -0.561 1.759 0.682
N 1.745 0.028 -0.112
N -0.241 -1.200 -0.037
N -1.454 -0.997 -0.039
N -0.568 1.065 -0.191
O -1.821 0.248 -0.120

Forces on atoms 1 to 2 (eV/Å):
-1.486 0.376 -3.000
-2.689 2.358 0.853



No. 8
ORCA calculation (ωB97M-V with the def2-TZVPD basis set) on an isolated molecule of CH2N4O in a non-equilibrium geometry.

Results
spin multiplicity = 1
total energy = -9073.3188 eV
HOMO-LUMO gap = 0.3459 hartree
structure (SMILES) = [H]/N=c1\nno[nH]1
strongest force on any atom = 3.75 eV/Å
ΔE to the lowest compared entry with this formula, charge and spin = 287.46 kJ/mol

CARTESIAN COORDINATES (ANGSTROEM)
C 0.471 -0.114 -0.067
H 2.164 -0.999 -0.064
H -0.329 1.909 0.408
N 1.749 -0.035 -0.070
N -0.404 -1.241 0.041
N -1.586 -0.922 -0.088
N -0.377 0.939 -0.100
O -1.689 0.464 -0.061

Forces on atoms 1 to 2 (eV/Å):
1.491 0.111 1.193
-0.580 1.177 0.104